{
  "formula": "C7H15PSi",
  "method": "ωB97M-V/def2-TZVPD",
  "de_lowest_kcal_mol": 40.06,
  "total_charge": 0,
  "largest_force_ha_per_bohr": 0.084,
  "symbols": ["C", "C", "C", "C", "C", "C", "C", "Si", "P", "H", "H", "H", "H", "H", "H", "H", "H", "H", "H", "H", "H", "H", "H", "H"],
  "positions_angstrom": [[2.083769, 1.206067, -1.074854], [1.098282, 1.774828, -0.370737], [2.692958, -0.118485, -0.574679], [2.415170, -0.502604, 0.823609], [-2.862051, 1.030731, 0.042843], [-1.656043, -1.412055, 1.757925], [-0.626914, -0.872567, -1.106875], [-1.254612, 0.010075, 0.481121], [0.340327, 1.442062, 1.187040], [2.326874, 1.495774, -2.133821], [0.648342, 2.666100, -0.777931], [2.208565, -0.820702, -1.248280], [3.694793, -0.033831, -0.765071], [1.889491, -1.370137, 0.866983], [3.175263, -0.206148, 1.496928], [-2.728711, 1.554976, -0.915153], [-3.719008, 0.483371, 0.041996], [-2.916617, 1.783811, 0.722082], [-1.236248, -2.395453, 1.300491], [-0.917013, -1.187230, 2.572684], [-2.659656, -1.395945, 2.095441], [-1.571341, -0.934835, -1.679985], [-0.166984, -0.264219, -1.771266], [-0.258638, -1.933584, -0.970490]],
  "forces_ev_per_a": [[-0.7, -0.4, 0.1], [0.4, 0.7, -1.3], [-2.9, 1.0, -0.4], [-0.3, 3.2, -1.2], [3.9, -0.5, -1.8], [3.5, 0.2, -1.1], [-3.0, -2.2, 1.9], [-0.7, -1.1, -0.9], [1.5, -1.6, 1.0], [-0.1, 0.0, 1.3], [-0.1, 0.4, -0.6], [0.3, -0.5, -0.2], [2.8, -0.2, -0.5], [-1.3, -2.4, 1.0], [0.2, -0.1, 1.1], [0.0, -0.4, 0.0], [-2.4, -1.7, -0.1], [-0.4, 2.2, 2.3], [-1.3, 1.5, 0.8], [-1.0, -0.3, -0.2], [-0.8, -0.4, 0.4], [-0.2, -0.7, 0.3], [2.6, 1.7, -1.7], [0.0, 1.4, -0.3]],
  "nbo_charge": [-0.149, -0.587, -0.525, -0.297, -1.050, -1.080, -1.106, 1.268, 0.174, 0.212, 0.225, 0.221, 0.219, 0.181, 0.193, 0.230, 0.226, 0.225, 0.240, 0.239, 0.237, 0.235, 0.232, 0.236]
}


{
  "formula": "C43H31BiBrN8O5",
  "method": "ωB97M-V/def2-TZVPD",
  "de_lowest_kcal_mol": 6.92,
  "total_charge": 1,
  "largest_force_ha_per_bohr": 0.010,
  "symbols": ["Bi", "O", "C", "O", "C", "C", "C", "C", "C", "C", "C", "C", "C", "N", "H", "H", "H", "H", "H", "H", "O", "C", "C", "C", "C", "N", "C", "C", "C", "C", "C", "C", "O", "C", "C", "N", "H", "H", "H", "H", "H", "H", "H", "H", "H", "H", "H", "H", "Br", "C", "C", "C", "C", "C", "C", "N", "N", "C", "C", "C", "C", "O", "C", "N", "C", "C", "C", "C", "H", "H", "H", "H", "H", "H", "H", "H", "H", "N", "C", "C", "C", "C", "N", "C", "C", "H", "H", "H", "H"],
  "positions_angstrom": [[-0.283860, -0.194777, -0.283983], [2.851620, -2.910170, 0.341438], [2.044051, -2.240086, -0.263173], [1.855981, -0.957730, -0.156667], [1.141127, -2.931829, -1.283912], [1.582066, -4.098140, -1.936599], [0.811770, -4.609203, -2.938747], [-0.407217, -3.980733, -3.289633], [-1.219864, -4.420211, -4.362641], [-2.370830, -3.756126, -4.672923], [-2.776482, -2.638477, -3.908200], [-2.023454, -2.203201, -2.855696], [-0.809884, -2.855599, -2.542490], [-0.011758, -2.360920, -1.547395], [2.522553, -4.534342, -1.632873], [1.124750, -5.492206, -3.483173], [-0.906899, -5.285470, -4.933929], [-2.982534, -4.084980, -5.502042], [-3.691704, -2.120375, -4.164037], [-2.343451, -1.356602, -2.259062], [-1.510982, 5.460341, 4.038876], [-1.524485, 5.601328, 2.635686], [-0.926770, 4.372142, 2.012400], [-0.665434, 4.331791, 0.648603], [-0.174198, 3.167970, 0.100227], [0.102048, 2.080156, 0.827158], [-0.098589, 2.128447, 2.154261], [-0.630043, 3.250922, 2.771602], [0.311813, 0.938938, 2.955784], [0.731119, 1.086662, 4.270898], [1.155750, -0.026724, 4.979156], [1.619279, 0.078904, 6.412741], [1.768286, 1.402220, 6.871302], [1.148980, -1.255383, 4.331213], [0.730592, -1.314487, 3.018231], [0.309397, -0.246766, 2.340804], [-1.853579, 6.262140, 4.443065], [-0.952176, 6.475507, 2.308829], [-2.546404, 5.715442, 2.255688], [-0.856521, 5.188270, 0.014909], [0.013090, 3.091326, -0.963962], [-0.823719, 3.261923, 3.833492], [0.747594, 2.057719, 4.744533], [2.540554, -0.498260, 6.536314], [0.864485, -0.383375, 7.051407], [2.568846, 1.782326, 6.495366], [1.484167, -2.154583, 4.832387], [0.758993, -2.253087, 2.475256], [3.838676, 5.473841, -4.948805], [2.385235, 4.534997, -5.703835], [2.595801, 3.717900, -6.802544], [1.521791, 3.031142, -7.346343], [0.263741, 3.119711, -6.765587], [0.056514, 3.976955, -5.689639], [1.117932, 4.692369, -5.162088], [-0.795756, 2.403605, -7.424855], [-1.701438, 1.836945, -6.798057], [-1.659781, 1.645156, -5.375829], [-2.816488, 1.930475, -4.696293], [-2.930550, 1.782316, -3.305404], [-1.882527, 1.290350, -2.553670], [-1.951961, 1.074935, -1.258388], [-0.671334, 0.967402, -3.257809], [0.361876, 0.482164, -2.508801], [1.477914, 0.089532, -3.088620], [1.621781, 0.084453, -4.480983], [0.598615, 0.557974, -5.254727], [-0.567817, 1.087547, -4.658071], [3.580816, 3.638002, -7.240547], [1.647210, 2.409104, -8.224106], [-0.935414, 4.103796, -5.277600], [0.964140, 5.373736, -4.336770], [-3.653864, 2.307859, -5.271277], [-3.857753, 2.025539, -2.802638], [2.269408, -0.246130, -2.429080], [2.527730, -0.303163, -4.924765], [0.673592, 0.508070, -6.332318], [-6.814499, -3.946802, 2.633352], [-5.892980, -3.439922, 2.173862], [-4.734939, -2.802975, 1.597981], [-3.490544, -3.418770, 1.668679], [-2.413060, -2.769042, 1.098332], [-2.518127, -1.585114, 0.492551], [-3.714542, -0.996963, 0.430872], [-4.853268, -1.571358, 0.967446], [-3.370841, -4.377257, 2.152756], [-1.426511, -3.220336, 1.115564], [-3.742406, -0.036470, -0.072737], [-5.810705, -1.075814, 0.895800]],
  "forces_ev_per_a": [[-0.1, 0.1, 0.1], [0.0, 0.0, 0.0], [0.0, 0.0, 0.0], [-0.1, -0.1, -0.1], [0.0, 0.0, 0.0], [0.0, 0.0, 0.0], [0.0, 0.0, 0.0], [0.0, 0.0, 0.0], [0.0, 0.0, 0.0], [0.0, 0.0, 0.0], [0.0, 0.0, 0.0], [0.0, 0.0, 0.0], [0.0, 0.0, 0.1], [0.0, 0.1, -0.1], [0.0, 0.0, 0.0], [0.0, 0.0, 0.0], [0.0, 0.0, 0.0], [0.0, 0.0, 0.0], [0.0, 0.0, 0.0], [0.0, 0.0, 0.0], [0.0, 0.0, 0.0], [0.0, 0.0, 0.0], [0.0, 0.0, 0.0], [0.0, 0.0, 0.0], [0.0, -0.1, 0.0], [-0.1, 0.0, 0.1], [0.1, 0.0, 0.0], [0.0, 0.0, 0.0], [0.0, 0.0, 0.0], [0.0, 0.0, 0.0], [0.0, 0.0, 0.0], [0.0, 0.0, 0.0], [-0.1, 0.0, -0.1], [0.0, 0.0, 0.0], [0.0, 0.0, -0.1], [0.0, 0.2, 0.0], [0.0, 0.0, 0.0], [0.0, 0.0, 0.0], [0.0, 0.0, 0.0], [0.0, 0.0, 0.0], [0.0, 0.0, 0.0], [0.0, 0.0, 0.0], [0.0, 0.0, 0.0], [0.0, 0.0, 0.0], [0.0, 0.0, 0.0], [0.0, 0.0, 0.0], [0.0, 0.0, 0.0], [0.0, 0.0, 0.0], [0.0, 0.0, 0.0], [0.0, 0.0, 0.0], [0.0, 0.0, 0.0], [0.0, -0.1, 0.0], [0.1, -0.1, -0.1], [-0.1, 0.1, 0.0], [0.0, 0.0, 0.0], [-0.1, 0.3, 0.2], [0.3, -0.4, -0.1], [-0.3, 0.1, 0.1], [0.0, 0.1, -0.1], [0.0, -0.1, 0.0], [0.0, 0.1, 0.0], [0.1, -0.2, -0.1], [0.0, 0.0, 0.1], [0.0, 0.0, 0.0], [0.0, 0.1, 0.1], [0.0, 0.0, 0.0], [0.0, 0.0, -0.1], [0.1, -0.1, -0.1], [0.0, 0.0, 0.0], [0.0, 0.0, 0.0], [0.0, 0.0, 0.0], [0.0, 0.0, 0.0], [0.0, 0.0, 0.0], [0.0, 0.0, 0.0], [0.0, -0.1, 0.0], [0.0, 0.0, 0.0], [0.0, 0.1, 0.0], [0.0, 0.0, 0.0], [0.1, 0.0, 0.0], [-0.1, -0.1, 0.0], [0.0, 0.0, 0.0], [0.0, 0.0, -0.1], [0.0, 0.0, 0.1], [0.1, 0.0, 0.0], [0.0, 0.0, 0.0], [0.0, 0.0, 0.0], [0.0, 0.0, 0.0], [0.0, 0.0, 0.0], [0.0, 0.0, 0.0]],
  "mulliken_charge": [2.733, -0.640, 0.044, -0.773, 0.661, -0.839, -0.889, 1.030, -0.830, -0.812, -0.881, 0.057, -0.039, 0.531, 0.617, 0.468, 0.451, 0.425, 0.488, 0.131, -0.500, -0.591, 0.465, -1.231, -0.425, -0.373, 0.349, -0.647, 0.388, -0.894, 0.613, -0.806, -0.537, -1.047, -0.425, 0.123, 0.313, 0.378, 0.314, 0.456, 0.686, 0.623, 0.736, 0.421, 0.316, 0.319, 0.454, 0.368, -0.165, 0.047, -0.507, -0.201, 0.005, -0.015, -0.611, -0.489, -0.435, -0.470, -0.566, -1.011, 1.184, -0.918, 0.598, 0.137, -0.563, -1.488, -0.600, 0.612, 0.451, 0.487, 0.483, 0.480, 0.488, 0.512, 0.679, 0.521, 0.714, -0.410, -0.255, 0.652, -0.693, -0.464, 0.227, -0.443, -0.768, 0.508, 0.443, 0.544, 0.516]
}


{
  "formula": "C3H4KNaO3",
  "method": "ωB97M-V/def2-TZVPD",
  "de_lowest_kcal_mol": 50.84,
  "total_charge": 0,
  "largest_force_ha_per_bohr": 0.058,
  "symbols": ["O", "C", "C", "C", "O", "O", "Na", "K", "H", "H", "H", "H"],
  "positions_angstrom": [[-0.087283, 2.079008, -0.015134], [-1.081912, 1.207687, 0.431892], [-0.858251, -0.276098, 0.074880], [1.113981, -1.836403, -1.001742], [1.632956, -1.970953, 0.087595], [0.100800, -1.084947, -1.336155], [1.436937, 0.637086, -2.523131], [2.821324, 0.017932, 1.282152], [-2.129412, 1.499203, 0.220700], [-1.023690, 1.251510, 1.555932], [-1.707543, -0.935069, 0.307876], [-0.217905, -0.588955, 0.915135]],
  "forces_ev_per_a": [[-0.1, -0.9, -0.4], [1.3, 1.3, -0.7], [1.0, -1.6, 2.2], [0.9, 0.0, -1.9], [0.0, 0.3, 1.3], [-1.7, 1.8, 1.7], [-0.9, -0.3, 0.8], [-0.7, 0.0, -0.2], [0.2, 0.1, -0.5], [-0.3, -0.7, -0.3], [-0.1, 0.1, -1.1], [0.5, -0.2, -0.8]],
  "nbo_charge": [-0.987, -0.087, -0.220, 0.446, -0.811, -0.667, 0.807, 0.944, 0.113, 0.124, 0.183, 0.154]
}


{
  "formula": "C7H10",
  "method": "ωB97M-V/def2-TZVPD",
  "de_lowest_kcal_mol": 113.76,
  "total_charge": 0,
  "smiles": "C#CC/C(C)=C/C",
  "largest_force_ha_per_bohr": 0.166,
  "symbols": ["C", "C", "C", "C", "C", "C", "C", "H", "H", "H", "H", "H", "H", "H", "H", "H", "H"],
  "positions_angstrom": [[-0.277576, -4.055105, -0.431822], [-0.086903, -2.840064, -0.198161], [0.276070, -1.376295, 0.515989], [0.020293, 0.325604, 0.224699], [-0.248731, 1.079059, 1.505974], [0.168148, 0.735775, -1.011929], [0.180747, 2.191256, -1.306792], [-0.611883, -4.900182, -0.817404], [-0.256555, -1.653559, 1.494885], [1.347942, -1.367704, 0.441053], [-0.830706, 0.412184, 2.130591], [-0.936090, 1.946615, 1.362393], [0.543225, 1.599561, 2.061333], [0.299568, 0.047424, -1.851134], [-0.798838, 2.668278, -1.622070], [0.869435, 2.305407, -2.065624], [0.341852, 2.881746, -0.431983]],
  "forces_ev_per_a": [[1.6, 8.2, 1.9], [-0.3, -0.7, -0.1], [-2.0, -1.0, 0.0], [0.0, -4.2, 0.4], [-1.2, 1.0, -0.4], [-0.5, 0.8, 0.2], [-2.5, 1.6, 1.5], [-1.1, -3.5, -1.3], [1.6, 0.9, -0.9], [0.5, -0.4, 1.0], [0.3, 0.0, 0.5], [0.2, -0.6, -0.5], [0.4, -0.9, -0.2], [0.0, 0.1, 0.4], [0.7, -1.1, -0.3], [1.6, 1.0, -1.6], [0.7, -1.1, -0.6]],
  "nbo_charge": [-0.286, 0.001, -0.472, 0.063, -0.682, -0.213, -0.647, 0.212, 0.236, 0.232, 0.227, 0.227, 0.235, 0.218, 0.218, 0.217, 0.214]
}